## 1
This record from the Open Molecules 2025 dataset describes C27H19CrN6O6SSe as an isolated structure. The level of theory is ωB97M-V/def2-TZVPD.

- HOMO-LUMO gap (spin up / spin down): 5.32 / 5.41 eV
- E_HOMO (spin up / spin down): -7.75 / -7.87 eV
- Multiplicity: 4

Last column: Löwdin spin population.
CARTESIAN COORDINATES (ANGSTROEM)
Cr1 -0.21159 0.03127 -0.06076  2.805
C1 -1.08730 4.20464 -0.66624  0.001
O1 0.18862 4.59490 -1.16156  0.001
C2 1.30422 3.82057 -1.00824  0.002
C3 2.49855 4.49336 -1.19419  0.008
C4 3.73101 3.85316 -1.10847  0.006
C5 3.76414 2.50524 -0.83735  0.007
C6 2.57306 1.79449 -0.64734  0.007
C7 2.69175 0.36664 -0.41231  0.030
N1 1.72354 -0.43427 -0.19165  -0.031
N2 2.02626 -1.78210 0.02682  -0.002
C8 0.93230 -2.40013 0.36579  0.004
O2 -0.22307 -1.80602 0.49236  0.026
C9 0.98098 -3.85567 0.63171  -0.001
C10 -0.21012 -4.55429 0.78482  0.001
C11 -0.18569 -5.92208 1.01141  0.000
C12 1.02687 -6.59037 1.08838  0.000
C13 2.21982 -5.89313 0.93125  0.000
C14 2.19960 -4.52909 0.69881  0.000
C15 1.31602 2.43794 -0.71808  0.007
O3 0.18979 1.77468 -0.55150  0.065
H1 -1.71316 5.08765 -0.77973  0.000
H2 -1.03757 3.93092 0.38985  0.000
H3 -1.50762 3.37796 -1.23112  0.000
H4 2.43774 5.55108 -1.41833  0.000
H5 4.64495 4.41240 -1.25223  0.000
H6 4.70798 1.97689 -0.77679  0.000
H7 3.68973 -0.06915 -0.42440  0.000
H8 -1.14546 -4.02229 0.68523  0.000
H9 -1.11405 -6.46897 1.10771  0.000
H10 1.04475 -7.65966 1.25753  0.000
H11 3.16535 -6.41780 0.98229  0.000
H12 3.11598 -3.97149 0.56175  0.000
O4 -1.71006 -4.76082 -2.20364  0.001
S1 -2.15898 -3.55808 -2.84573  0.000
O5 -3.50752 -3.50413 -3.33617  0.001
N3 -1.85974 -2.26160 -1.88858  0.007
C16 -0.97229 -1.47545 -2.42883  0.004
O6 -0.57812 -0.36330 -1.92916  0.024
C17 -0.45871 -1.89973 -3.76638  0.000
C18 0.46561 -1.27026 -4.57729  0.000
C19 0.80178 -1.88955 -5.77575  0.000
C20 0.22668 -3.10618 -6.13708  0.000
C21 -0.70288 -3.73492 -5.31522  0.000
C22 -1.02848 -3.10029 -4.13530  0.000
H13 0.90714 -0.33001 -4.27405  0.000
H14 1.52256 -1.42574 -6.43640  0.000
H15 0.50755 -3.57064 -7.07342  0.000
H16 -1.14746 -4.68240 -5.58818  0.000
Se1 -3.75099 -0.31164 1.38172  0.002
N4 -3.51041 -0.05951 3.10634  0.017
C23 -2.25278 0.30814 3.28373  0.001
C24 -1.56222 0.60528 4.50357  0.004
C25 -0.24586 0.91008 4.41412  -0.002
C26 0.44648 0.88990 3.14999  0.005
N5 -0.14571 0.63374 2.02877  -0.008
C27 -1.48975 0.40365 2.09183  0.014
N6 -2.10688 0.16589 0.95135  -0.003
H17 -2.07712 0.56747 5.45357  0.000
H18 0.32047 1.14412 5.30424  0.000
H19 1.51521 1.06696 3.10590  0.000

---

## 2
This record from the Open Molecules 2025 dataset describes C27H19CrN6O6SSe as an isolated structure. The level of theory is ωB97M-V/def2-TZVPD.

- HOMO-LUMO gap (spin up / spin down): 5.08 / 5.25 eV
- E_HOMO (spin up / spin down): -7.66 / -7.85 eV
- Multiplicity: 4

Last column: Löwdin spin population.
CARTESIAN COORDINATES (ANGSTROEM)
Cr1 -0.33593 0.05284 -0.11341  2.765
C1 2.25450 -2.18167 2.55386  0.001
O1 1.49664 -3.37746 2.49013  0.000
C2 0.62441 -3.68276 1.47460  0.003
C3 0.30792 -5.02616 1.36658  0.011
C4 -0.62185 -5.48364 0.43974  0.007
C5 -1.26603 -4.58522 -0.37508  0.009
C6 -0.98836 -3.21471 -0.28759  0.009
C7 -1.76298 -2.30401 -1.08154  0.042
N1 -1.63071 -1.01764 -1.10265  -0.033
N2 -2.53418 -0.30725 -1.85817  -0.004
C8 -2.26832 0.97489 -1.79409  0.002
O2 -1.30695 1.44511 -1.06834  0.021
C9 -3.09015 1.90279 -2.59620  -0.001
C10 -2.54918 3.12864 -2.97331  0.000
C11 -3.29307 4.00547 -3.74567  0.000
C12 -4.58320 3.66933 -4.12918  0.000
C13 -5.12651 2.44938 -3.74774  0.000
C14 -4.38128 1.56147 -2.99037  0.000
C15 -0.01509 -2.73948 0.63451  0.011
O3 0.20918 -1.45468 0.74461  0.070
H1 3.42417 -3.09361 3.78989  0.000
H2 1.73025 -1.48191 3.22061  0.000
H3 2.38766 -1.73381 1.57922  0.000
H4 0.80442 -5.70760 2.04507  0.000
H5 -0.83765 -6.54102 0.37192  0.000
H6 -2.00320 -4.92446 -1.09335  0.000
H7 -2.56279 -2.71007 -1.69515  0.000
H8 -1.54129 3.36976 -2.66295  0.000
H9 -2.86654 4.95321 -4.04831  0.000
H10 -5.16952 4.35517 -4.72742  0.000
H11 -6.13535 2.19012 -4.04246  0.000
H12 -4.78442 0.60322 -2.69342  0.000
O4 3.52273 -2.48845 3.04645  0.000
S1 4.31112 -1.55710 -1.14689  0.002
O5 4.91393 -1.78895 -2.46456  0.000
N3 2.65925 -1.23286 -1.33920  0.006
C16 2.33820 0.00093 -1.09523  0.008
O6 1.13623 0.47168 -1.19063  0.041
C17 3.46610 0.89146 -0.71375  0.000
C18 3.43570 2.23101 -0.35987  0.000
C19 4.63113 2.83656 0.01283  0.000
C20 5.81902 2.11382 0.04042  0.000
C21 5.83609 0.76292 -0.29479  0.000
C22 4.64987 0.17839 -0.68485  0.000
H13 2.50381 2.78476 -0.38986  0.000
H14 4.63955 3.88234 0.29458  0.000
H15 6.73695 2.60990 0.32852  0.000
H16 6.75211 0.18689 -0.25529  0.000
Se1 1.43464 2.39396 2.53576  0.002
N4 0.15236 2.57788 3.73581  0.012
C23 -0.88790 1.86140 3.33441  0.001
C24 -2.14757 1.69300 3.95390  0.006
C25 -3.05490 0.88342 3.32056  -0.002
C26 -2.75462 0.24508 2.09681  0.006
N5 -1.59603 0.37530 1.49545  -0.005
C27 -0.68950 1.16593 2.10126  0.011
N6 0.47983 1.31439 1.50213  -0.003
H17 -2.37181 2.19035 4.88742  0.000
H18 -4.02609 0.71497 3.76360  0.000
H19 -3.47478 -0.39320 1.60069  0.000

---

Here is how they stack up, most stable first: 1, 2.